96
Properties=species:S:1:pos:R:3:forces:R:3 method="wB97M-V/def2-TZVPD" total_charge=+4 e_lumo_ha=-0.452 max_force_ha_per_bohr=0.009 spin_multiplicity=1 de_lowest_kcal_mol=0.0 homo_ev=-18.265 e_tot_ha=-3224.77694
Sn -0.162 0.146 0.007 -0.391 0.138 0.026
C 1.029 3.691 -1.285 -0.026 -0.009 -0.008
C 2.199 3.632 -0.297 -0.040 -0.059 -0.003
C 3.098 2.407 -0.439 -0.093 -0.117 -0.074
Sb 2.599 0.542 0.517 0.096 0.223 0.400
C 4.191 -0.724 0.068 -0.160 -0.073 -0.086
C 4.576 -0.920 -1.258 0.017 -0.016 0.008
C 5.717 -1.665 -1.512 -0.004 0.001 0.000
C 6.448 -2.200 -0.456 -0.003 -0.004 0.009
C 6.050 -1.996 0.860 0.012 0.000 -0.003
C 4.906 -1.260 1.137 -0.004 0.002 -0.009
C 2.468 0.841 2.581 0.009 0.043 0.014
C 3.485 1.527 3.243 -0.016 0.066 -0.053
C 3.390 1.726 4.613 -0.012 -0.003 0.018
C 2.295 1.238 5.317 0.005 0.010 -0.004
C 1.288 0.543 4.658 0.031 0.004 -0.013
C 1.375 0.343 3.288 0.000 -0.088 0.040
Sb -0.781 2.825 -0.566 0.020 -0.024 -0.082
C -2.311 2.860 -1.984 0.028 0.064 0.038
C -2.568 4.049 -2.661 -0.003 -0.005 -0.043
C -3.599 4.080 -3.591 0.003 -0.005 0.006
C -4.352 2.940 -3.835 -0.003 -0.012 -0.001
C -4.087 1.757 -3.154 -0.004 0.013 0.003
C -3.063 1.711 -2.220 -0.001 0.009 0.004
C -1.143 3.861 1.220 -0.099 0.006 -0.082
C -1.423 5.216 1.049 -0.074 0.002 0.020
C -1.696 5.995 2.166 0.021 -0.001 0.005
C -1.683 5.424 3.431 0.001 -0.016 0.001
C -1.388 4.076 3.593 0.018 0.026 0.002
C -1.118 3.286 2.486 0.130 -0.024 0.010
H 1.257 3.254 -2.258 0.062 0.008 0.011
H 0.734 4.729 -1.465 0.013 0.003 0.003
H 1.867 3.768 0.737 -0.028 0.026 -0.014
H 2.829 4.500 -0.510 0.034 -0.023 0.015
H 4.073 2.570 0.030 -0.002 0.083 -0.026
H 3.286 2.175 -1.489 0.067 -0.059 0.022
H 4.016 -0.497 -2.084 0.000 0.007 0.002
H 6.045 -1.818 -2.531 -0.002 -0.007 0.002
H 7.341 -2.775 -0.661 0.004 0.012 0.000
H 6.637 -2.401 1.674 -0.004 -0.006 0.000
H 4.601 -1.096 2.164 -0.009 -0.017 -0.010
H 4.351 1.909 2.713 -0.003 0.001 0.000
H 4.175 2.260 5.133 0.004 -0.008 -0.001
H 2.235 1.388 6.386 -0.003 0.005 -0.003
H 0.452 0.141 5.216 0.004 -0.004 0.000
H 0.612 -0.263 2.800 0.021 -0.003 -0.023
H -1.986 4.947 -2.488 -0.001 -0.004 0.005
H -3.811 4.997 -4.125 0.001 -0.001 0.000
H -5.152 2.972 -4.563 -0.001 0.001 0.002
H -4.682 0.875 -3.350 0.004 -0.002 0.000
H -2.874 0.786 -1.680 -0.007 -0.002 0.006
H -1.444 5.680 0.069 -0.018 -0.008 0.003
H -1.921 7.046 2.043 0.007 0.000 0.000
H -1.897 6.036 4.298 -0.008 -0.002 -0.002
H -1.367 3.642 4.585 0.004 0.001 -0.003
H -0.853 2.244 2.634 0.003 0.001 -0.008
I -2.473 -0.121 1.788 0.345 -0.310 0.020
C -3.841 -1.076 0.461 0.025 0.136 -0.106
C -5.087 -0.532 0.639 -0.036 0.028 -0.004
C -6.215 -1.153 0.077 0.004 -0.014 -0.012
C -6.052 -2.326 -0.595 0.013 0.005 0.016
C -4.767 -2.889 -0.799 -0.029 0.019 -0.022
C -4.679 -4.133 -1.470 0.021 -0.020 -0.009
C -3.479 -4.745 -1.690 -0.022 0.017 0.030
C -2.311 -4.077 -1.306 -0.059 0.025 -0.079
C -2.340 -2.846 -0.673 -0.023 0.003 0.024
P -0.659 -2.232 -0.603 0.119 0.066 -0.112
C 0.153 -2.221 -2.204 0.044 -0.057 0.033
C 0.956 -3.278 -2.633 -0.041 -0.031 -0.012
C 1.530 -3.229 -3.896 0.000 0.001 -0.005
C 1.307 -2.137 -4.726 0.007 0.002 -0.002
C 0.504 -1.083 -4.304 -0.003 -0.019 0.008
C -0.074 -1.123 -3.045 0.007 -0.005 -0.019
C 0.277 -3.091 0.645 -0.031 -0.023 0.004
C -0.416 -3.653 1.725 0.016 -0.021 0.000
C 0.288 -4.322 2.714 -0.002 0.011 0.013
C 1.671 -4.432 2.629 0.002 0.000 -0.002
C 2.362 -3.863 1.562 -0.002 0.012 0.007
C 1.674 -3.183 0.572 -0.004 0.011 -0.006
C -3.588 -2.235 -0.325 0.067 0.003 0.115
H -5.228 0.357 1.240 -0.002 -0.004 -0.006
H -7.194 -0.718 0.226 0.001 -0.002 0.003
H -6.911 -2.858 -0.985 0.001 0.003 -0.001
H -5.599 -4.603 -1.794 0.003 0.009 -0.013
H -3.419 -5.705 -2.182 -0.002 -0.007 0.015
H -1.362 -4.543 -1.552 0.010 0.014 -0.007
H 1.128 -4.140 -2.001 0.007 0.007 0.008
H 2.146 -4.051 -4.236 -0.004 0.001 0.001
H 1.752 -2.112 -5.713 -0.004 -0.004 0.001
H 0.310 -0.248 -4.965 0.004 0.001 0.004
H -0.761 -0.327 -2.759 -0.008 0.004 0.006
H -1.496 -3.595 1.781 -0.008 -0.031 -0.019
H -0.243 -4.777 3.539 0.003 0.004 -0.002
H 2.213 -4.976 3.391 -0.003 -0.002 -0.004
H 3.436 -3.974 1.489 -0.010 0.013 0.012
H 2.219 -2.770 -0.269 -0.007 0.000 0.000


107
Properties=species:S:1:pos:R:3:forces:R:3 method="wB97M-V/def2-TZVPD" total_charge=0 e_lumo_ha="-0.035 / -0.087" max_force_ha_per_bohr=0.085 spin_multiplicity=5 de_lowest_kcal_mol=0.0 homo_ev="-8.302 / -8.265" e_tot_ha=-7303.59410
Co 0.463 -0.079 -0.221 -0.260 0.707 -0.211
N 3.449 -0.610 -3.229 -0.923 -1.203 0.429
C 2.355 -0.159 -2.589 -0.903 0.767 1.562
N 1.903 -0.931 -1.590 1.064 -0.427 -1.602
C 2.713 -2.117 -1.692 0.446 2.088 -1.658
C 2.705 -3.304 -1.041 1.128 -1.133 1.177
C 3.786 -4.206 -1.286 -2.319 0.065 -0.086
C 4.732 -3.973 -2.277 -0.027 0.624 -0.803
C 4.676 -2.811 -3.090 -0.329 0.037 1.120
C 3.686 -1.904 -2.748 -0.542 0.048 0.999
H 3.859 -0.221 -4.057 -0.010 0.268 -0.071
H 1.894 0.818 -2.765 0.438 -0.569 0.012
H 1.998 -3.527 -0.235 0.186 0.115 -0.475
H 3.572 -5.168 -0.798 1.132 0.306 -0.190
H 5.513 -4.684 -2.486 0.031 -0.254 0.078
H 5.384 -2.540 -3.876 -0.084 -0.471 0.299
Br -3.987 0.202 0.687 0.397 0.029 -0.199
C -4.237 0.647 -1.139 1.523 0.002 -0.381
C -5.343 1.367 -1.421 -2.825 0.830 -0.988
C -5.817 1.527 -2.756 0.330 -0.322 1.104
C -5.009 1.075 -3.814 -1.033 0.526 0.633
C -3.750 0.579 -3.529 0.751 -0.727 0.784
C -3.362 0.318 -2.193 0.265 -0.354 0.133
C -2.047 -0.415 -1.928 1.189 -1.465 -0.760
O -1.767 -1.474 -2.528 -0.862 2.101 0.610
O -1.216 0.160 -1.097 -0.310 -0.041 -0.033
H -6.013 1.721 -0.617 0.551 -0.333 -0.429
H -6.860 1.918 -2.804 1.115 -0.229 -0.606
H -5.391 1.062 -4.827 0.164 0.268 -0.038
H -3.053 0.300 -4.333 -0.434 0.040 0.457
O -0.371 0.769 1.850 1.833 -1.882 -0.163
C 0.506 -0.048 2.267 -0.375 0.526 0.368
O 1.433 -0.564 1.518 -1.445 0.739 -0.371
C 0.476 -0.473 3.732 0.008 0.924 0.129
C 0.202 0.508 4.708 -0.286 0.123 -0.255
C 0.074 0.144 6.055 -0.544 1.121 -0.481
C 0.213 -1.190 6.407 -0.462 0.295 1.226
C 0.428 -2.152 5.442 -0.014 1.791 -0.124
C 0.615 -1.796 4.132 0.350 -0.205 -1.600
N 0.340 -3.514 5.757 0.040 -4.043 1.627
O 0.432 -4.344 4.825 -0.138 1.303 1.551
O 0.167 -3.869 6.956 0.358 1.024 -2.635
H 0.041 1.570 4.413 0.163 -1.034 0.099
H -0.300 0.964 6.733 0.855 -1.322 -0.364
H 0.100 -1.508 7.439 -0.107 0.038 -0.173
H 0.870 -2.593 3.424 -0.279 0.503 0.101
C -1.492 3.960 -0.125 -0.057 -0.524 1.329
C -0.371 4.206 -1.148 -0.535 -0.564 -0.394
C -0.871 3.572 -2.490 0.854 0.856 0.202
C -0.108 5.701 -1.387 0.841 1.005 -0.661
Si 1.186 3.262 -0.658 -0.795 2.692 0.015
O 1.018 1.697 -0.706 0.139 -2.479 -0.156
C 2.411 4.001 -1.913 -0.147 -0.694 0.416
C 3.180 5.083 -1.530 0.142 -0.025 0.535
C 4.406 5.331 -2.147 -0.952 1.313 1.142
C 4.815 4.551 -3.183 2.070 -0.371 -1.123
C 3.989 3.550 -3.656 -0.395 -0.306 -1.222
C 2.754 3.332 -3.089 -0.392 -0.384 0.831
C 1.773 3.767 1.065 -0.299 0.142 -1.272
C 1.452 4.931 1.758 -0.742 0.534 -0.413
C 2.081 5.187 2.965 -0.670 1.098 1.005
C 3.040 4.331 3.464 -0.318 -0.214 -0.117
C 3.337 3.184 2.742 2.184 -0.457 1.684
C 2.738 2.903 1.567 -1.159 -0.099 -0.275
H -2.421 3.616 -0.599 0.096 0.303 0.017
H -1.696 4.875 0.457 -0.064 -0.321 -0.156
H -1.264 3.153 0.634 -0.036 0.717 -0.712
H -1.848 4.041 -2.687 0.065 -0.689 -0.194
H -0.853 2.481 -2.379 -0.641 0.166 -0.224
H -0.201 3.851 -3.327 -0.225 -0.190 0.322
H -1.017 6.321 -1.293 0.096 -0.378 -0.175
H 0.325 5.876 -2.423 -0.559 -0.219 1.150
H 0.632 6.193 -0.703 -0.575 -0.613 -0.344
H 2.811 5.683 -0.680 0.681 -0.280 -0.377
H 4.946 6.175 -1.739 0.476 -0.069 -0.333
H 5.830 4.671 -3.663 -1.264 0.026 0.657
H 4.285 2.978 -4.532 0.055 0.072 0.056
H 2.002 2.613 -3.432 0.698 0.036 -0.314
H 0.667 5.655 1.393 0.960 -1.000 0.349
H 1.753 6.045 3.595 0.368 -0.582 -0.668
H 3.458 4.510 4.439 0.302 0.047 0.101
H 4.135 2.503 3.096 -0.644 0.379 0.026
H 2.871 1.935 1.122 0.370 -0.191 -0.439
O -0.477 -2.194 0.311 0.170 0.058 -0.803
S -0.619 -3.570 0.900 -0.040 0.704 1.288
C -0.961 -4.766 -0.387 -1.441 1.336 -0.142
C -1.001 -6.126 -0.090 1.322 0.047 0.247
C -1.497 -7.013 -1.007 -0.690 -0.598 -0.386
C -2.185 -6.541 -2.137 -0.057 -0.909 0.024
C -2.153 -5.199 -2.401 -0.140 2.109 -0.913
C -1.537 -4.242 -1.538 -0.741 -0.605 -1.029
C -2.251 -3.490 1.718 1.028 -0.955 0.249
C -3.389 -3.166 1.024 -1.037 -0.038 -0.129
C -4.649 -3.484 1.558 0.145 1.045 -0.091
C -4.737 -3.965 2.868 0.219 -0.923 -0.379
C -3.580 -4.285 3.547 1.251 0.639 -0.200
C -2.305 -4.010 2.994 -1.286 -0.955 0.075
H -0.516 -6.526 0.799 -0.119 0.258 0.024
H -1.377 -8.082 -0.825 -0.297 0.278 -0.001
H -2.780 -7.234 -2.772 0.788 0.561 0.393
H -2.625 -4.781 -3.328 0.309 -0.567 0.981
H -1.648 -3.141 -1.806 0.583 -1.630 0.669
H -3.255 -2.650 0.087 -0.326 -0.230 -0.396
H -5.557 -3.276 0.977 0.478 -0.042 0.278
H -5.656 -4.286 3.352 -0.157 0.366 -0.420
H -3.642 -4.789 4.493 0.027 0.010 0.381
H -1.420 -4.383 3.479 0.276 0.112 0.214